{"formula": "C52H108N4O12S4", "method": "the ωB97M-V functional and the def2-TZVPD basis", "elements": ["C", "C", "C", "S", "O", "O", "C", "H", "H", "H", "H", "H", "H", "H", "H", "C", "C", "C", "S", "O", "O", "C", "H", "H", "H", "H", "H", "H", "H", "H", "C", "C", "C", "S", "O", "O", "C", "H", "H", "H", "H", "H", "H", "H", "H", "C", "C", "C", "S", "O", "O", "C", "H", "H", "H", "H", "H", "H", "H", "H", "C", "C", "C", "C", "C", "C", "N", "O", "C", "C", "C", "H", "H", "H", "H", "H", "H", "H", "H", "H", "H", "H", "H", "H", "H", "H", "H", "H", "H", "H", "C", "C", "C", "C", "C", "C", "N", "O", "C", "C", "C", "H", "H", "H", "H", "H", "H", "H", "H", "H", "H", "H", "H", "H", "H", "H", "H", "H", "H", "H", "C", "C", "C", "C", "C", "C", "N", "O", "C", "C", "C", "H", "H", "H", "H", "H", "H", "H", "H", "H", "H", "H", "H", "H", "H", "H", "H", "H", "H", "H", "C", "C", "C", "C", "C", "C", "N", "O", "C", "C", "C", "H", "H", "H", "H", "H", "H", "H", "H", "H", "H", "H", "H", "H", "H", "H", "H", "H", "H", "H"], "positions_angstrom": [[3.958675, 4.372777, -2.753523], [3.858446, 5.500674, -1.645896], [3.500291, 4.599048, -0.416024], [2.185318, 3.660779, -1.153182], [0.958929, 4.348970, -0.936432], [2.412644, 2.274781, -0.751491], [2.581183, 3.701081, -2.897186], [4.773559, 3.691702, -2.508146], [4.252207, 4.986300, -3.605298], [3.130483, 6.301729, -1.774298], [4.675130, 6.196164, -1.452425], [3.217643, 5.085610, 0.517498], [4.272459, 3.847464, -0.251778], [1.721358, 4.180183, -3.365445], [2.606153, 2.632293, -3.109726], [-3.698559, 4.825685, -3.252718], [-2.164574, 4.572836, -3.573612], [-1.562012, 5.521157, -4.582948], [-3.093385, 5.974261, -5.687526], [-3.254532, 4.942817, -6.650698], [-2.899952, 7.322331, -6.094916], [-4.309155, 5.867076, -4.208895], [-3.914749, 5.128897, -2.228293], [-4.091988, 3.809202, -3.260923], [-2.001478, 3.518286, -3.795901], [-1.575340, 4.673709, -2.662168], [-0.680906, 5.208450, -5.143277], [-1.349933, 6.369841, -3.932659], [-5.322160, 5.625585, -4.530756], [-4.296505, 6.913356, -3.903549], [-1.199964, 1.601103, -0.682284], [-1.684637, 0.410080, 0.183134], [-0.438439, -0.579328, 0.110407], [-0.048436, -0.625370, -1.652502], [-1.135765, -1.392710, -2.279434], [1.419146, -0.821464, -1.703517], [-0.484363, 1.048195, -2.033471], [-0.416394, 2.168662, -0.180299], [-2.068262, 2.210757, -0.932267], [-2.529609, -0.101120, -0.278166], [-1.725813, 0.846226, 1.181226], [-0.607081, -1.573602, 0.524015], [0.307810, -0.055822, 0.708042], [-1.136609, 0.998529, -2.905369], [0.511990, 1.457451, -2.200458], [-5.075498, -1.615610, -3.371068], [-5.825137, -2.825739, -3.860779], [-6.578545, -3.459061, -2.684038], [-5.393713, -3.211937, -1.240958], [-4.591009, -4.452471, -0.972177], [-6.052552, -2.525700, -0.202466], [-4.248026, -2.038026, -2.199839], [-5.797134, -0.811894, -3.224850], [-4.410746, -1.257305, -4.157086], [-5.049439, -3.540819, -4.134727], [-6.558740, -2.699510, -4.657026], [-7.044903, -4.443706, -2.717092], [-7.462308, -2.878080, -2.420386], [-3.334268, -2.596987, -2.401590], [-3.787142, -1.235945, -1.623355], [2.183637, -3.047565, -8.335546], [2.051062, -1.606647, -7.638624], [0.770706, -1.533142, -6.749950], [0.952151, -2.227301, -5.474029], [2.067408, -1.541396, -4.812431], [3.408290, -1.645868, -5.623620], [3.229468, -1.157799, -6.932675], [4.362629, -0.908995, -7.619893], [4.260995, -0.585019, -4.843171], [3.901894, -3.164379, -5.436029], [1.788234, -0.512905, -8.658231], [2.316270, -3.875586, -7.639203], [3.033951, -3.061349, -9.017364], [1.262522, -3.305021, -8.858395], [0.292349, -0.563109, -6.614623], [0.083356, -2.058435, -7.413058], [1.220943, -3.254030, -5.722359], [0.103972, -2.244504, -4.789630], [2.039407, -1.899986, -3.783483], [1.893019, -0.469879, -4.714761], [3.752318, 0.372102, -4.958329], [4.367157, -0.763482, -3.773133], [5.226113, -0.410291, -5.318690], [4.728972, -3.119797, -6.144593], [4.272217, -3.309199, -4.421150], [3.122635, -3.834912, -5.798318], [1.956098, -0.893388, -9.665784], [2.442446, 0.357465, -8.607523], [0.752767, -0.172598, -8.667549], [4.360469, 0.049130, -7.679705], [1.949431, 3.700409, 2.685468], [1.572337, 3.304228, 4.050658], [2.270697, 4.230601, 5.161887], [1.364123, 5.461592, 5.472681], [0.004866, 4.952999, 5.965131], [-0.804302, 4.128749, 4.920040], [0.096376, 3.110274, 4.358877], [-0.587853, 2.123774, 3.616424], [-2.100203, 3.605884, 5.644647], [-1.368414, 5.026742, 3.813296], [2.367367, 1.911965, 4.283139], [2.982751, 4.015409, 2.540117], [1.453909, 4.553473, 2.221962], [1.745673, 2.855445, 2.027724], [2.496647, 3.646392, 6.053945], [3.168796, 4.793400, 4.907360], [1.206420, 6.079558, 4.588749], [1.640793, 6.169468, 6.253999], [-0.654783, 5.796679, 6.168049], [0.107156, 4.287833, 6.822565], [-2.090464, 2.517868, 5.579610], [-1.964579, 3.614731, 6.726133], [-3.099437, 3.968814, 5.403977], [-2.323595, 5.448296, 4.126355], [-0.717938, 5.853766, 3.528645], [-1.441087, 4.511183, 2.855690], [2.332700, 1.263433, 3.407761], [2.070494, 1.353525, 5.170897], [3.450316, 2.031399, 4.315746], [-0.115990, 1.330867, 3.881484], [-4.594994, -1.199141, 5.218388], [-3.244874, -1.701540, 5.684886], [-2.433703, -1.297880, 4.280721], [-0.991522, -1.354162, 4.647787], [-0.737454, -0.340903, 5.798332], [-1.371443, -0.702441, 7.221594], [-2.801332, -1.032088, 6.893911], [-3.557134, -1.234210, 8.002135], [-0.662169, -1.646019, 7.974492], [-1.252118, 0.554654, 8.025419], [-3.302449, -3.203085, 5.955851], [-4.603928, -0.110171, 5.264970], [-5.313772, -1.524303, 5.970538], [-4.869596, -1.641522, 4.260794], [-2.629954, -2.168932, 3.655535], [-2.591618, -0.421930, 3.651548], [-0.396868, -1.128343, 3.762631], [-0.635906, -2.282371, 5.095079], [-1.021379, 0.657039, 5.464246], [0.339637, -0.182856, 5.853029], [0.411232, -1.461500, 8.017834], [-1.075634, -1.734898, 8.979101], [-0.597315, -2.668135, 7.601422], [-1.684010, 1.480444, 7.645295], [-1.834722, 0.446534, 8.940282], [-0.195685, 0.798843, 8.136882], [-4.088643, -3.559816, 6.621236], [-2.353684, -3.499270, 6.403298], [-3.564524, -3.764189, 5.058858], [-3.845501, -0.351772, 8.246575], [3.126612, -2.118848, 0.591384], [2.832919, -3.630578, 0.811259], [1.995222, -3.781337, 2.039613], [1.365509, -5.150554, 2.300959], [0.567686, -5.599249, 1.032193], [1.444044, -5.505645, -0.357606], [2.074092, -4.156902, -0.380213], [2.795382, -4.064093, -1.539966], [2.345705, -6.814690, -0.426185], [0.411981, -5.478399, -1.502054], [4.193878, -4.349127, 1.132837], [3.653952, -1.971087, -0.351052], [3.621284, -1.656560, 1.445598], [2.190151, -1.663889, 0.268663], [2.582463, -3.656817, 2.949420], [1.096650, -3.168784, 1.965857], [0.680387, -5.063564, 3.144258], [2.172501, -5.881691, 2.348785], [-0.368977, -5.060741, 0.888084], [0.440219, -6.674347, 1.158647], [2.759755, -7.143545, 0.526978], [1.651685, -7.628696, -0.635524], [2.962279, -6.731108, -1.321134], [0.916540, -5.551322, -2.465490], [-0.191541, -6.348240, -1.242754], [-0.256239, -4.621014, -1.421617], [3.947666, -5.271382, 1.659091], [4.892490, -3.823982, 1.784194], [4.661799, -4.560475, 0.171338], [2.275640, -3.512084, -2.128833]], "atomic_forces_ev_per_a": [[0.237, 3.159, -1.140], [-0.066, -0.982, 1.488], [0.391, 0.881, -1.049], [0.691, -2.137, 1.054], [-1.550, 0.415, 0.325], [-0.820, 0.645, 0.124], [0.622, -0.195, 1.530], [-0.294, -0.114, -0.013], [0.016, -0.766, -0.679], [-0.979, -0.692, -0.552], [1.015, -0.959, -0.232], [-0.294, -0.104, -0.252], [0.168, 0.271, 0.161], [0.599, 0.426, -0.340], [0.214, 0.180, -0.465], [0.776, -0.022, -0.130], [0.361, -0.848, 1.127], [-2.312, 0.561, 0.211], [2.123, -0.552, 3.085], [-0.641, -0.925, -0.637], [-0.536, 1.182, -0.470], [0.845, -0.537, -1.369], [0.564, 0.319, 0.067], [-0.787, 0.317, -0.698], [-0.330, -0.019, -0.537], [-0.111, 0.160, 0.255], [-0.416, -0.085, -0.154], [0.187, 0.678, -0.877], [0.203, -0.065, -0.309], [0.128, -0.211, 0.495], [0.407, -0.903, -1.748], [2.512, -0.422, -0.999], [-1.562, 1.187, 0.567], [0.312, -0.174, 1.879], [1.652, -0.360, 0.065], [-2.364, -0.368, -1.173], [-0.178, 0.347, 1.412], [-0.360, 0.117, 0.210], [0.329, 0.338, -0.088], [-0.365, 0.385, 0.654], [-0.877, -0.649, 0.152], [-0.008, -0.053, -0.310], [0.629, -0.315, -0.468], [0.206, 0.201, 0.044], [-0.393, 0.694, -0.201], [-0.062, 0.685, -1.187], [-0.319, -1.890, 0.299], [0.018, 0.943, 1.369], [3.291, -2.712, -2.504], [-1.998, 2.528, -0.492], [-1.100, 0.907, 1.765], [-0.186, -0.637, 1.317], [0.168, 0.179, 0.695], [0.022, 0.023, -0.137], [-0.170, -0.229, -0.577], [0.427, 0.335, -0.240], [1.066, -0.426, -0.322], [0.201, 0.641, 0.169], [-0.415, -0.534, -0.679], [-0.909, 0.156, 0.506], [-0.235, 0.904, 0.726], [-0.177, 0.430, -0.826], [-0.640, -0.936, -1.607], [-0.556, -0.721, 0.148], [0.791, 0.334, 0.181], [-0.038, -0.593, 4.362], [-2.938, -0.442, 2.028], [1.364, -0.177, -1.340], [0.457, -0.266, -0.918], [0.510, 2.651, -1.311], [-0.126, -0.110, -2.170], [0.149, 0.249, 0.235], [-0.080, 0.129, -0.063], [0.027, 0.302, -0.323], [0.742, 0.428, -0.059], [-0.497, -0.110, 0.095], [-0.091, -0.271, 0.425], [-0.375, -0.027, -0.321], [1.277, -0.072, 0.069], [-0.537, 0.165, -0.076], [-0.238, 0.059, 0.040], [0.042, -0.336, -0.117], [0.295, -0.342, 0.249], [0.360, -0.979, 0.087], [-0.272, -0.285, -0.115], [0.367, -0.143, 0.466], [0.050, -0.030, -0.243], [-0.096, -0.042, 0.441], [0.057, 0.041, 0.141], [0.392, 0.187, -0.206], [-0.284, 0.786, -2.359], [1.343, -1.145, 2.868], [-1.682, 1.782, -0.039], [-1.527, -1.111, 0.665], [-0.655, -0.287, -1.391], [-0.544, 1.001, -0.458], [1.207, 0.093, 1.733], [0.615, 0.499, -0.823], [1.510, -2.201, 0.905], [0.478, 0.723, -0.690], [-0.538, 0.344, -0.692], [0.372, -0.622, 0.563], [-0.754, 0.128, 0.407], [0.118, 0.079, -0.327], [-0.279, 0.057, 0.060], [0.562, -1.123, -0.926], [0.142, -0.128, -0.276], [0.994, -0.262, 0.018], [0.016, 0.026, 0.521], [0.157, 0.300, 0.284], [-0.440, -0.193, -0.753], [-0.036, 0.868, 0.244], [0.478, 0.243, -0.366], [0.044, 0.055, -0.339], [0.269, 0.254, 0.354], [-0.541, -0.442, 0.184], [-0.760, -0.231, -0.122], [-0.202, 0.207, 0.050], [0.039, 0.726, 0.405], [-0.148, -0.440, 0.048], [-1.055, -0.195, 1.832], [-0.615, 0.805, -2.029], [0.897, -2.916, 2.272], [0.980, 1.022, 1.220], [0.473, -0.117, -0.382], [-2.028, 2.789, -4.993], [2.497, 2.395, -1.739], [-0.983, -0.775, 1.340], [2.502, -4.371, 1.873], [-0.994, 1.698, 0.406], [0.251, -0.467, -0.715], [-0.011, 0.016, -0.565], [-0.531, -0.009, -0.106], [-0.002, 0.311, -0.002], [-0.347, 0.031, -0.218], [-0.866, 0.418, 0.901], [0.511, 0.039, 0.079], [-0.298, -0.563, -0.578], [-0.847, -0.007, 0.353], [0.350, -0.442, 0.681], [0.015, 0.729, 0.404], [0.174, 0.030, 0.120], [-0.684, -0.218, -0.408], [-0.177, -0.215, -0.880], [0.755, -0.215, 0.620], [-0.052, -0.215, 0.665], [-0.084, 0.808, 0.478], [0.013, -0.424, -0.320], [0.589, -0.095, -0.322], [-0.384, 0.062, 0.110], [-0.926, -0.945, -1.268], [1.655, 0.190, -0.110], [-1.623, -0.878, 0.873], [-0.137, -0.042, -2.796], [1.896, -0.084, -0.814], [-0.924, 0.471, 2.432], [-0.651, -0.424, 2.329], [1.514, 0.128, -1.213], [-1.644, 1.045, -0.601], [0.430, -0.890, 1.123], [-0.911, -0.457, -0.887], [0.811, -0.160, 0.278], [-0.158, -0.001, -0.135], [-0.190, 0.339, 0.873], [0.100, 1.095, -0.116], [0.280, 0.897, 0.287], [0.403, -0.473, 0.237], [-0.213, -0.228, 0.968], [-0.045, -0.080, 0.135], [-0.797, 0.004, -0.137], [0.752, 0.606, -0.225], [-0.245, -0.025, -0.248], [0.692, -0.153, 0.524], [-0.356, -0.105, -0.084], [-0.256, -0.237, -0.848], [0.305, 0.203, -0.139], [0.317, -0.269, -0.267], [-0.261, 0.478, -0.161], [0.315, -0.194, 0.160], [-0.098, 0.325, -0.018]], "smiles": "CC1(C)CCCC(C)(C)N1O.CC1(C)CCCC(C)(C)N1O.CC1(C)CCCC(C)(C)N1O.CC1(C)CCCC(C)(C)N1O.O=S1(=O)CCCC1.O=S1(=O)CCCC1.O=S1(=O)CCCC1.O=S1(=O)CCCC1", "homo_energy_ev": -7.893, "total_energy_ha": -4760.23222, "lumo_energy_ev": 0.015, "max_force_ev_per_a": 6.1, "gap_ev": 7.9}